[1]
Entry from OMol25: a structure of composition C18H60CdN4O12 in a non-equilibrium geometry (wB97M-V/def2-TZVPD).

Geometry as XYZ:
```
95
Properties=species:S:1:pos:R:3:forces:R:3
Cd 2.57347 -3.63100 -2.07516 -0.5 1.8 1.1
O 0.19057 -2.32898 -0.68938 1.0 1.4 2.3
C 0.41236 -1.36440 0.40057 -1.3 -2.4 -3.7
C 1.90334 -1.20824 0.98186 2.7 0.0 -2.1
O 3.03675 -1.51010 0.15008 -2.4 -0.3 1.0
H -0.27888 -1.58857 1.21299 0.4 -0.5 0.5
H 0.06009 -0.40632 0.01834 0.5 0.3 -0.2
H 1.97543 -1.66263 1.97001 0.0 -0.3 -0.1
H 1.90443 -0.11983 1.04058 0.1 0.2 0.4
C -1.68437 1.68597 5.66953 -0.8 -1.5 2.5
C -1.45824 3.12183 5.32408 0.6 -1.7 -0.4
C -1.19418 3.99595 6.57442 -0.5 0.5 -0.5
O -2.40697 4.40684 7.17238 -0.1 -0.7 -1.5
C -2.29789 4.86557 8.46854 -0.6 -0.1 0.5
N -0.25720 3.11086 4.51104 0.8 1.7 -0.8
H -2.07696 0.97909 4.93858 0.1 0.6 -0.6
H -2.38994 1.62098 6.49781 -0.5 0.1 0.0
H -0.84458 1.18329 6.14927 0.7 0.3 -0.4
H -2.32770 3.32409 4.69861 -0.2 1.2 0.4
H -0.64415 4.91189 6.35852 0.2 0.1 -0.7
H -0.52794 3.47783 7.26420 -0.2 -0.6 0.2
H -2.38337 3.99916 9.12439 0.3 0.1 0.6
H -3.17464 5.49390 8.62542 0.1 0.1 0.3
H -1.39180 5.44359 8.65015 0.1 0.0 0.1
H -0.09000 2.33112 3.89124 -0.5 -0.5 0.4
H -0.38123 3.87901 3.86709 0.6 0.4 -0.2
C 0.26808 9.09371 -1.67463 1.8 -0.3 -0.7
C -0.64210 8.19258 -0.88948 1.2 -1.0 0.3
C 0.05956 7.20580 0.14093 -2.0 -1.0 -2.2
O -0.89768 6.11404 0.43651 1.0 0.1 0.4
C -1.17817 5.09660 -0.53560 -1.3 0.9 0.2
N -1.53148 9.00649 -0.18196 -2.0 1.0 2.1
H 1.28565 9.22169 -1.30547 0.2 -0.5 0.7
H -0.01520 10.14568 -1.70938 -0.8 -0.3 -0.5
H 0.46040 8.61172 -2.63316 -0.2 0.6 -0.5
H -1.28426 7.62804 -1.56550 0.8 -0.8 -0.4
H 0.24663 7.68678 1.10102 0.1 0.0 -0.2
H 0.93795 6.77361 -0.33836 0.3 0.1 0.3
H -0.40429 4.39923 -0.85633 0.6 0.5 0.1
H -1.72432 5.56021 -1.35712 0.6 0.0 -0.7
H -1.98069 4.47942 -0.13166 0.2 -0.1 0.6
H -2.29829 9.24394 -0.79493 -0.1 0.6 -0.2
H -1.99891 8.38496 0.46246 -0.2 0.0 0.7
C -4.33950 -6.34401 0.36508 -1.4 -0.3 -1.9
C -4.21573 -6.74872 -1.16175 0.0 0.9 0.3
C -5.34514 -6.13795 -2.04561 0.2 1.7 -0.8
O -6.65327 -6.27721 -1.55521 -0.5 -1.4 1.4
C -7.68343 -5.54783 -2.15040 0.6 1.1 -1.4
N -2.83464 -6.40261 -1.69477 -1.3 -0.4 -0.2
H -5.26807 -5.77763 0.43624 -0.2 -0.1 0.3
H -3.56864 -5.64579 0.69124 0.3 -0.6 0.1
H -4.49991 -7.28267 0.89546 0.5 0.4 0.6
H -4.46632 -7.79593 -1.33107 0.9 -0.4 0.6
H -5.35168 -6.53781 -3.05960 0.5 -0.3 -0.2
H -5.18986 -5.06499 -2.15844 0.4 0.5 0.0
H -7.80190 -5.61052 -3.23213 0.2 -1.5 -0.6
H -7.41718 -4.49486 -2.24242 -0.2 0.7 1.4
H -8.67101 -5.75912 -1.74031 0.5 0.1 0.5
H -2.72186 -5.39957 -1.73061 -0.5 0.4 -0.3
H -2.13271 -6.62097 -1.00216 -0.1 -0.6 0.3
C 5.09512 -1.67325 -6.45607 0.1 0.6 -0.5
C 4.60993 -2.56214 -5.31494 2.0 -0.4 1.2
C 5.74224 -2.96676 -4.24471 -0.9 -0.8 0.2
O 5.23578 -3.96989 -3.27199 0.0 -0.5 -0.4
C 6.24857 -4.88380 -2.72431 0.1 1.1 -1.2
N 3.53532 -1.94331 -4.56563 -0.5 -0.6 0.4
H 4.22144 -1.55650 -7.09727 -0.1 0.4 0.0
H 5.86131 -2.00394 -7.15728 0.2 -0.8 0.4
H 5.44260 -0.68556 -6.15304 -0.3 0.1 0.3
H 4.34705 -3.48874 -5.82522 -0.6 -0.2 0.6
H 6.11981 -2.17719 -3.59500 -0.2 0.6 -0.4
H 6.59687 -3.34023 -4.80883 0.0 -0.4 0.1
H 6.78418 -5.26192 -3.59509 0.5 0.0 0.2
H 5.90216 -5.77384 -2.19901 -1.0 0.4 -0.1
H 6.89789 -4.34683 -2.03282 0.2 0.1 -0.1
H 2.68708 -1.79219 -5.09265 0.0 0.0 -0.2
H 3.84884 -1.04411 -4.22915 0.0 0.2 0.2
O -5.34081 -0.99472 1.17332 0.1 0.0 -0.3
H -6.12603 -0.67521 1.61781 -0.2 0.1 0.1
H -4.90611 -1.54809 1.82220 0.2 -0.2 0.1
O 3.58858 2.46920 5.80921 0.3 -0.2 0.1
H 2.94669 2.54795 5.10351 -0.3 0.0 -0.2
H 3.38365 3.19241 6.40182 -0.1 0.2 0.1
O -3.63087 -1.59418 -2.41203 -0.1 -0.1 -0.3
H -2.81042 -1.90894 -2.03253 0.4 0.0 0.1
H -4.17283 -1.36630 -1.65665 -0.2 0.1 0.3
O 7.19764 -1.53526 2.11018 0.2 -0.1 0.1
H 7.67700 -0.99231 1.48437 0.1 0.1 -0.1
H 6.33056 -1.64327 1.71937 -0.4 0.0 -0.1
O 1.54878 -5.81282 -4.02539 0.2 0.3 0.3
H 0.60519 -5.91603 -3.90196 -0.4 0.0 0.1
H 1.75548 -6.37228 -4.77406 0.2 -0.1 -0.2
O 4.84806 1.61164 -2.28141 -0.1 0.1 -0.3
H 4.74800 0.84017 -1.72367 -0.2 -0.3 0.3
H 5.79285 1.76102 -2.31716 0.2 0.1 0.0
```
Positions in Å, forces in eV/Å.

The value obtained for the energy above the lowest of the compared OMol25 structures with the same formula, charge and spin is 0.00 kJ/mol. The LUMO energy comes out at -2.32 eV.

Charges in e, computed with Mulliken, in the same order as the atoms: number 1, Cd, carries 0.823; number 2, O, carries -0.593; number 3, C, carries -0.327; number 4, C, carries -0.306; number 5, O, carries -0.602; number 6, H, carries 0.260; number 7, H, carries 0.232; number 8, H, carries 0.263; number 9, H, carries 0.187; number 10, C, carries -1.697; number 11, C, carries 0.737; number 12, C, carries -0.681; number 13, O, carries -0.344; number 14, C, carries -0.748; number 15, N, carries -0.597; number 16, H, carries 0.379; number 17, H, carries 0.386; number 18, H, carries 0.380; number 19, H, carries 0.225; number 20, H, carries 0.384; number 21, H, carries 0.346; number 22, H, carries 0.284; number 23, H, carries 0.223; number 24, H, carries 0.341; number 25, H, carries 0.215; number 26, H, carries 0.184; number 27, C, carries -1.475; number 28, C, carries 0.935; number 29, C, carries -0.814; number 30, O, carries -0.295; number 31, C, carries -0.752; number 32, N, carries -0.853; number 33, H, carries 0.301; number 34, H, carries 0.398; number 35, H, carries 0.322; number 36, H, carries 0.101; number 37, H, carries 0.360; number 38, H, carries 0.386; number 39, H, carries 0.320; number 40, H, carries 0.287; number 41, H, carries 0.266; number 42, H, carries 0.248; number 43, H, carries 0.265; number 44, C, carries -1.156; number 45, C, carries 0.270; number 46, C, carries -0.665; number 47, O, carries -0.302; number 48, C, carries -0.786; number 49, N, carries -0.677; number 50, H, carries 0.285; number 51, H, carries 0.414; number 52, H, carries 0.244; number 53, H, carries 0.273; number 54, H, carries 0.378; number 55, H, carries 0.285; number 56, H, carries 0.329; number 57, H, carries 0.325; number 58, H, carries 0.268; number 59, H, carries 0.237; number 60, H, carries 0.289; number 61, C, carries -1.452; number 62, C, carries 0.364; number 63, C, carries -0.889; number 64, O, carries -0.162; number 65, C, carries -0.789; number 66, N, carries -0.457; number 67, H, carries 0.362; number 68, H, carries 0.399; number 69, H, carries 0.355; number 70, H, carries 0.219; number 71, H, carries 0.346; number 72, H, carries 0.400; number 73, H, carries 0.302; number 74, H, carries 0.289; number 75, H, carries 0.307; number 76, H, carries 0.267; number 77, H, carries 0.194; number 78, O, carries -0.612; number 79, H, carries 0.309; number 80, H, carries 0.312; number 81, O, carries -0.648; number 82, H, carries 0.318; number 83, H, carries 0.314; number 84, O, carries -0.656; number 85, H, carries 0.324; number 86, H, carries 0.313; number 87, O, carries -0.637; number 88, H, carries 0.304; number 89, H, carries 0.333; number 90, O, carries -0.579; number 91, H, carries 0.309; number 92, H, carries 0.286; number 93, O, carries -0.634; number 94, H, carries 0.312; number 95, H, carries 0.317


[2]
Entry from OMol25: a cluster of 12 separate species, C18H60O12 in total in a non-equilibrium geometry (wB97M-V/def2-TZVPD).

Geometry as XYZ:
```
90
Properties=species:S:1:pos:R:3:forces:R:3
C 24.67439 22.53355 -23.75712 0.1 0.9 -0.7
C 23.73970 23.36308 -22.88862 -0.6 -0.9 -0.4
C 22.37275 23.53576 -23.58016 0.2 0.5 0.4
O 23.54616 22.69942 -21.65746 0.0 0.2 0.8
H 24.74833 23.04484 -24.72376 0.0 -0.3 -0.1
H 24.26354 21.53643 -23.91789 0.1 0.0 0.0
H 25.69922 22.49408 -23.39002 -0.1 -0.2 0.4
H 24.17043 24.34688 -22.68282 0.0 -0.1 0.1
H 21.79628 22.60886 -23.56334 0.3 -0.2 -0.3
H 22.51407 23.92260 -24.59076 -0.2 -0.1 -0.1
H 21.75540 24.24126 -23.01977 0.1 0.2 0.0
H 23.46812 21.73154 -21.75807 0.1 0.2 -0.1
C 23.63099 27.17339 -20.53894 -0.6 0.5 -0.5
C 22.42606 26.79433 -19.67554 1.0 -0.3 -0.2
C 21.42473 25.91836 -20.41614 0.7 -0.3 0.0
O 22.93470 26.11905 -18.52331 -0.8 0.1 0.0
H 24.23011 26.32895 -20.88014 -0.1 -0.2 0.2
H 24.26519 27.86469 -19.98670 0.1 -0.1 0.0
H 23.25417 27.68684 -21.43172 0.2 0.1 0.0
H 21.94931 27.72847 -19.37123 0.0 -0.1 0.3
H 20.53906 25.76959 -19.79908 -0.1 -0.1 -0.2
H 21.93360 24.96431 -20.58763 -0.2 -0.2 0.1
H 21.19020 26.28451 -21.41649 -0.3 0.3 0.2
H 23.09665 25.18600 -18.78349 0.2 0.3 0.1
C 16.33457 22.09944 -16.45203 -0.3 -0.6 0.6
C 15.02920 22.69522 -15.88581 1.4 0.1 0.4
C 14.29867 21.70613 -14.99158 -0.7 -0.2 -1.0
O 15.38712 23.84187 -15.11384 -0.1 0.4 -0.2
H 16.95321 21.80331 -15.59813 -0.1 0.0 0.1
H 16.94691 22.78625 -17.03128 -0.3 0.1 -0.2
H 16.15323 21.17014 -16.99946 0.0 0.2 -0.2
H 14.43796 23.06088 -16.72529 -0.3 0.0 0.3
H 13.74277 21.03888 -15.65855 0.1 -0.3 0.3
H 13.55803 22.20244 -14.36746 0.1 0.1 0.0
H 14.97296 21.11661 -14.36967 0.1 0.1 0.0
H 15.91210 23.53839 -14.36558 0.0 0.0 0.0
C 17.18986 24.89601 -22.45642 0.0 0.5 0.2
C 17.86173 26.21831 -22.81027 0.7 0.5 0.0
C 18.34175 26.33078 -24.25781 0.0 -0.8 -0.5
O 16.93326 27.24990 -22.47919 -0.5 -0.1 0.0
H 16.24988 24.77920 -22.99764 0.0 0.2 0.0
H 16.99218 24.97206 -21.38694 -0.2 -0.4 0.0
H 17.78025 24.00184 -22.65192 0.3 0.2 -0.1
H 18.72907 26.38901 -22.15859 0.0 -0.4 0.0
H 18.14903 27.28930 -24.73797 -0.2 0.1 0.3
H 17.85499 25.55254 -24.85300 -0.1 0.2 -0.2
H 19.41322 26.14702 -24.36946 0.0 0.0 0.2
H 17.40530 28.08635 -22.46314 0.0 0.0 0.0
C 18.94532 19.34720 -25.15190 -0.2 -0.5 0.3
C 17.77555 18.51166 -25.71582 0.6 -0.3 -0.3
C 16.70142 18.12423 -24.72872 0.0 0.3 1.3
O 17.23879 19.13932 -26.87648 -0.1 0.1 0.3
H 18.75977 20.42253 -25.11369 -0.3 0.0 0.0
H 19.83910 19.20252 -25.75704 -0.1 0.0 -0.1
H 19.17864 18.99652 -24.14421 0.1 0.1 0.0
H 18.21073 17.55656 -26.02910 0.0 0.2 -0.4
H 17.18042 17.63284 -23.87447 0.0 0.1 0.0
H 15.94493 17.42103 -25.07217 0.1 0.1 -0.5
H 16.18255 18.99571 -24.31183 0.0 0.0 -0.1
H 16.88870 19.97560 -26.54163 -0.1 0.0 -0.4
C 19.37400 20.52182 -21.50716 -0.6 0.7 0.3
C 19.89865 21.77343 -20.80902 -0.3 0.4 0.7
C 18.81077 22.56286 -20.07916 -0.7 -0.8 0.4
O 20.88692 21.34246 -19.85557 0.3 0.0 0.3
H 18.54907 20.80297 -22.16604 0.4 0.1 -0.5
H 18.85414 19.84251 -20.82680 0.5 -0.1 0.3
H 20.19439 20.02923 -22.02259 -0.2 -0.2 -0.2
H 20.36826 22.45628 -21.52284 0.2 -0.2 -0.1
H 18.47198 22.01613 -19.19022 0.0 -0.4 -0.2
H 17.94537 22.63611 -20.73831 0.0 0.4 0.1
H 19.06038 23.52282 -19.62972 0.4 0.2 -0.7
H 21.03589 22.06097 -19.20786 -0.1 -0.2 -0.3
O 23.35255 23.39734 -18.92509 -0.6 -0.4 0.1
H 22.53283 23.20534 -18.42238 0.7 0.1 -0.1
H 23.25559 22.91606 -19.76975 0.3 0.5 0.0
O 19.67549 17.05380 -20.45900 0.2 0.4 0.1
H 20.18998 17.74820 -19.97930 -0.4 -0.7 -0.3
H 19.73087 16.27544 -19.89692 0.1 0.0 0.0
O 20.62924 18.75571 -18.57299 0.1 0.5 0.2
H 19.74117 18.70147 -18.20462 0.0 -0.1 -0.1
H 20.71445 19.67591 -18.89677 -0.1 -0.1 0.0
O 19.47249 21.38550 -16.17109 -0.1 -0.2 0.3
H 19.10973 20.56479 -16.51770 0.1 0.0 -0.1
H 19.22864 21.38753 -15.23825 0.1 0.1 -0.1
O 23.16398 20.05292 -21.25053 -0.2 -0.4 0.2
H 22.38648 20.14955 -20.67525 0.1 0.2 -0.1
H 23.74284 19.43772 -20.78689 0.0 0.1 -0.1
O 20.95634 23.14427 -17.59531 -0.5 -0.1 0.6
H 20.49246 22.54884 -16.96068 0.3 0.2 -0.5
H 20.77983 24.03806 -17.27398 0.2 0.0 -0.2
```
Positions in Å, forces in eV/Å.

The SMILES is CC(C)O.CC(C)O.CC(C)O.CC(C)O.CC(C)O.CC(C)O.O.O.O.O.O.O. The value obtained for the energy above the lowest of the compared OMol25 structures with the same formula, charge and spin is 0.00 kJ/mol. The LUMO energy comes out at -0.38 eV.

Charges in e, computed with Mulliken, in the same order as the atoms: number 1, C, carries -1.569; number 2, C, carries 0.652; number 3, C, carries -0.860; number 4, O, carries -0.495; number 5, H, carries 0.424; number 6, H, carries 0.376; number 7, H, carries 0.352; number 8, H, carries 0.202; number 9, H, carries 0.145; number 10, H, carries 0.484; number 11, H, carries -0.036; number 12, H, carries 0.275; number 13, C, carries -1.259; number 14, C, carries 0.297; number 15, C, carries -0.406; number 16, O, carries -0.613; number 17, H, carries 0.164; number 18, H, carries 0.367; number 19, H, carries 0.373; number 20, H, carries 0.351; number 21, H, carries 0.175; number 22, H, carries -0.205; number 23, H, carries 0.290; number 24, H, carries 0.483; number 25, C, carries -0.993; number 26, C, carries 0.271; number 27, C, carries -1.275; number 28, O, carries -0.550; number 29, H, carries 0.180; number 30, H, carries 0.262; number 31, H, carries 0.406; number 32, H, carries 0.353; number 33, H, carries 0.355; number 34, H, carries 0.365; number 35, H, carries 0.308; number 36, H, carries 0.338; number 37, C, carries -1.293; number 38, C, carries 1.062; number 39, C, carries -1.160; number 40, O, carries -0.593; number 41, H, carries 0.411; number 42, H, carries 0.310; number 43, H, carries 0.254; number 44, H, carries -0.217; number 45, H, carries 0.368; number 46, H, carries 0.293; number 47, H, carries 0.263; number 48, H, carries 0.341; number 49, C, carries -0.888; number 50, C, carries 0.392; number 51, C, carries -1.208; number 52, O, carries -0.540; number 53, H, carries 0.278; number 54, H, carries 0.308; number 55, H, carries 0.148; number 56, H, carries 0.236; number 57, H, carries 0.314; number 58, H, carries 0.325; number 59, H, carries 0.292; number 60, H, carries 0.354; number 61, C, carries -1.767; number 62, C, carries 1.785; number 63, C, carries -1.315; number 64, O, carries 0.367; number 65, H, carries 0.496; number 66, H, carries 0.263; number 67, H, carries 0.382; number 68, H, carries -0.647; number 69, H, carries 0.288; number 70, H, carries 0.399; number 71, H, carries 0.131; number 72, H, carries -0.288; number 73, O, carries -0.679; number 74, H, carries 0.469; number 75, H, carries 0.394; number 76, O, carries -0.636; number 77, H, carries 0.427; number 78, H, carries 0.280; number 79, O, carries -0.765; number 80, H, carries 0.326; number 81, H, carries 0.360; number 82, O, carries -0.582; number 83, H, carries 0.239; number 84, H, carries 0.249; number 85, O, carries -0.707; number 86, H, carries 0.209; number 87, H, carries 0.282; number 88, O, carries -0.516; number 89, H, carries 0.267; number 90, H, carries 0.250